10 unconnected molecules or ions with the total composition C47H73Cl2FNO30 at a distorted geometry, computed with wB97M-V/def2-TZVPD.

The geometry in XYZ format:
```
154
Properties=species:S:1:pos:R:3
C 3.162 5.249 0.785
C 2.142 4.862 -0.395
C 1.969 3.284 -0.660
C 3.358 2.448 -0.639
C 3.572 1.857 0.874
C 2.872 0.428 1.077
C 3.380 -0.394 2.370
C 2.952 -1.942 2.524
C 3.103 -2.975 1.335
C 2.196 -2.776 0.040
F 1.092 -3.743 0.021
C 1.543 -1.844 3.365
Cl 1.259 -3.384 4.383
C 0.218 -1.761 2.483
C -1.133 -1.338 3.208
C -1.702 0.129 2.958
C -3.201 0.165 2.290
C -0.805 1.138 2.101
C 2.000 -0.712 4.391
Cl 0.815 0.445 5.174
N 3.101 0.214 3.742
O 2.449 1.414 3.759
C 4.283 0.049 4.676
C 5.438 1.143 4.506
O 6.204 1.046 3.278
C 6.757 2.367 3.024
O 7.983 2.533 2.802
H 4.234 4.866 0.587
H 2.810 4.772 1.785
H 3.208 6.386 0.926
H 2.383 5.426 -1.379
H 1.103 5.264 -0.068
H 1.498 3.182 -1.715
H 1.182 2.874 0.067
H 4.243 3.113 -0.918
H 3.223 1.532 -1.307
H 2.999 2.608 1.551
H 4.677 1.893 1.188
H 1.733 0.507 1.025
H 3.191 -0.218 0.165
H 4.510 -0.503 2.124
H 3.654 -2.390 3.337
H 4.218 -2.993 1.025
H 2.889 -4.031 1.757
H 2.822 -3.024 -0.894
H 1.735 -1.744 -0.107
H 0.039 -2.840 2.088
H 0.479 -1.168 1.523
H -1.966 -2.088 2.908
H -1.006 -1.501 4.350
H -1.848 0.623 4.000
H -3.544 -0.860 1.923
H -3.949 0.606 3.042
H -3.173 0.906 1.401
H -1.369 2.120 1.862
H 0.192 1.446 2.570
H -0.537 0.658 1.077
H 2.344 -1.333 5.308
H 3.072 2.162 3.599
H 4.749 -0.991 4.619
H 3.871 0.186 5.752
H 6.156 1.041 5.402
H 4.977 2.200 4.589
H 6.011 3.255 3.001
C -2.834 -3.601 -1.111
C -3.504 -2.912 -2.260
O -4.735 -2.476 -1.701
C -4.552 -2.378 -0.357
O -5.337 -1.877 0.399
O -3.359 -2.919 0.020
H -1.747 -3.513 -1.148
H -3.103 -4.659 -1.043
H -2.945 -2.039 -2.608
H -3.676 -3.581 -3.101
C -6.931 -4.343 -3.958
C -7.165 -5.128 -5.211
O -6.019 -4.827 -5.997
C -5.033 -4.454 -5.138
O -3.885 -4.293 -5.453
O -5.512 -4.285 -3.876
H -7.352 -4.829 -3.076
H -7.322 -3.323 -4.022
H -7.197 -6.206 -5.030
H -8.080 -4.828 -5.726
C 5.845 -6.287 0.327
C 7.200 -6.141 0.949
O 7.029 -5.042 1.834
C 5.704 -4.969 2.130
O 5.238 -4.259 2.980
O 4.974 -5.802 1.341
H 5.610 -7.323 0.076
H 5.725 -5.669 -0.567
H 7.492 -7.021 1.530
H 7.976 -5.930 0.212
C 3.428 0.560 -4.964
C 2.748 1.235 -6.114
O 1.527 1.691 -5.543
C 1.731 1.808 -4.206
O 0.958 2.328 -3.445
O 2.923 1.264 -3.837
H 4.515 0.639 -5.018
H 3.152 -0.495 -4.875
H 3.308 2.098 -6.485
H 2.558 0.553 -6.945
C -2.385 2.699 -3.663
C -3.199 3.560 -4.580
O -4.330 2.749 -4.863
C -4.455 1.863 -3.836
O -5.399 1.144 -3.674
O -3.367 1.902 -3.016
H -1.819 3.283 -2.936
H -1.698 2.043 -4.204
H -3.537 4.483 -4.099
H -2.664 3.814 -5.497
C 3.647 6.219 -6.595
C 3.970 6.591 -8.010
O 4.524 5.394 -8.538
C 4.048 4.367 -7.786
O 4.184 3.206 -8.061
O 3.396 4.823 -6.682
H 2.773 6.748 -6.213
H 4.488 6.385 -5.916
H 3.079 6.853 -8.588
H 4.686 7.412 -8.072
C -5.747 4.431 4.246
C -5.989 3.643 2.996
O -4.845 3.937 2.206
C -3.853 4.310 3.059
O -2.707 4.464 2.738
O -4.329 4.484 4.322
H -6.165 3.949 5.131
H -6.135 5.452 4.180
H -6.024 2.565 3.180
H -6.903 3.945 2.484
C 0.325 4.079 6.740
C 1.667 4.273 7.377
O 1.445 5.352 8.271
C 0.111 5.369 8.555
O -0.389 6.047 9.404
O -0.576 4.515 7.746
H 0.135 3.037 6.474
H 0.190 4.703 5.851
H 1.988 3.398 7.951
H 2.442 4.524 6.650
C -8.950 -9.664 -2.124
C -8.599 -9.122 -3.476
O -8.414 -7.736 -3.227
C -8.104 -7.604 -1.907
O -7.723 -6.586 -1.400
O -8.282 -8.775 -1.239
H -8.602 -10.688 -1.982
H -10.024 -9.623 -1.922
H -7.666 -9.540 -3.865
H -9.392 -9.283 -4.209
```

The calculation puts the total energy at -140587.2196 eV. As for the net charge: +1. For the gap between HOMO and LUMO, the calculation gives 0.3415 Eh. As for the multiplicity: 1. The strongest force on any atom comes out at 0.1185 Eh/bohr. The calculation puts the HOMO energy at -0.4342 Eh.

These are the Mulliken partial charges, in e, on atoms 1 to 2: number 1, C, carries -0.662; number 2, C, carries -0.612


A molecular structure, C4H6N2O, computed with wB97M-V/def2-TZVPD.

The geometry in XYZ format:
```
13
Properties=species:S:1:pos:R:3
N -0.541 -0.110 -2.189
C -0.208 -0.524 -1.051
O 0.206 -1.755 -0.597
C 0.296 -1.276 0.780
C -0.133 0.096 0.299
C 0.467 1.388 0.662
N -0.959 1.128 0.868
H -0.466 -0.839 -2.897
H -0.339 -1.855 1.452
H 1.334 -1.261 1.116
H 0.805 2.033 -0.144
H 1.043 1.429 1.584
H -1.505 1.549 0.117
```

The calculation puts the total energy at -9270.8288 eV. For the gap between HOMO and LUMO, the calculation gives 0.4002 Eh. As for the multiplicity: 1. The strongest force on any atom comes out at 0.0122 Eh/bohr. The calculation puts the HOMO energy at -0.3630 Eh. The calculation puts the relative energy (zero: lowest compared OMol25 entry of this formula, charge and spin) at 61.6 kcal per mole.

These are the Mulliken partial charges, in e, on atoms 1 to 2: number 1, N, carries -0.638; number 2, C, carries 0.263


5 unconnected molecules or ions with the total composition C3H17NO4 at a distorted geometry, computed with wB97M-V/def2-TZVPD.

The geometry in XYZ format:
```
25
Properties=species:S:1:pos:R:3
C 1.467 2.034 1.796
C 1.624 1.161 0.511
C 1.849 -0.357 0.874
N 0.350 1.164 -0.356
H 2.463 2.446 2.104
H 0.852 2.935 1.699
H 0.906 1.635 2.697
H 2.520 1.528 -0.117
H 1.690 -0.706 1.866
H 1.234 -1.080 0.333
H 2.906 -0.650 0.669
H 0.379 2.052 -0.780
H -0.561 1.200 0.212
H -2.422 -0.582 2.026
H -3.257 0.806 2.001
O -2.336 0.405 2.050
H -0.496 -3.667 -2.180
H -0.358 -2.305 -1.597
O -0.700 -3.198 -1.425
H -0.014 1.412 -5.509
H -0.808 0.510 -4.781
O -0.803 1.007 -5.526
H -1.435 -2.483 1.097
H -2.763 -2.890 0.833
O -2.287 -2.376 1.505
```

The calculation puts the total energy at -13065.6584 eV. As for the structure (SMILES): CC(C)N.O.O.O.O. For the gap between HOMO and LUMO, the calculation gives 0.3583 Eh. As for the multiplicity: 1. The strongest force on any atom comes out at 0.1024 Eh/bohr. The calculation puts the HOMO energy at -0.3442 Eh. The calculation puts the relative energy (zero: lowest compared OMol25 entry of this formula, charge and spin) at 33.2 kcal per mole.

These are the Mulliken partial charges, in e, on atoms 1 to 2: number 1, C, carries -1.313; number 2, C, carries 0.541